Below is 10 unconnected molecules or ions with the total composition C14H44FN19O14S, with properties calculated with wB97M-V/def2-TZVPD.

Calculated values
orbital gap = 9.05 eV
SMILES = NC(=O)CC[C@@H]1OS(=O)(=O)O[C@H]1F.NC(N)=O.NC(N)=O.NC(N)=O.NC(N)=O.NC(N)=O.NC(N)=O.NC(N)=O.NC(N)=O.NC(N)=O

Last column: Mulliken charge in e.
Cartesian coordinates (Å):
N  -2.10  4.21  -3.30  -0.387
C  -1.44  3.01  -3.74  0.212
O  -0.72  2.99  -4.70  -0.696
C  -1.73  1.79  -2.92  0.162
C  -1.53  1.88  -1.39  -1.156
C  -0.65  2.99  -0.86  0.047
O  0.43  2.51  0.03  -0.356
S  1.17  3.80  0.58  1.127
O  2.15  4.26  -0.34  -0.577
O  1.49  3.58  1.94  -0.486
O  -0.11  4.79  0.48  -0.355
C  -1.23  3.98  0.13  0.088
F  -2.23  4.77  -0.33  -0.326
H  -2.89  4.39  -3.91  0.289
H  -1.45  4.97  -3.49  0.287
H  -1.13  0.98  -3.33  0.011
H  -2.78  1.54  -3.11  0.223
H  -2.49  1.90  -0.87  0.463
H  -1.06  0.93  -1.10  0.372
H  -0.13  3.55  -1.64  0.469
H  -1.57  3.47  1.04  0.407
N  0.18  0.30  -5.70  -0.253
C  0.97  -0.53  -4.94  0.671
N  1.36  -1.68  -5.57  -0.233
O  1.28  -0.25  -3.80  -0.684
H  -0.08  0.08  -6.64  0.177
H  -0.09  1.18  -5.28  0.250
H  1.95  -2.33  -5.08  0.188
H  1.06  -1.88  -6.51  0.141
N  2.00  -5.85  -6.09  -0.396
C  2.74  -5.39  -5.04  0.665
N  3.15  -6.32  -4.14  -0.409
O  3.00  -4.20  -4.92  -0.683
H  1.76  -6.82  -6.23  0.152
H  1.71  -5.17  -6.77  0.255
H  3.69  -6.00  -3.36  0.236
H  2.95  -7.30  -4.22  0.155
N  -1.98  -3.74  -8.78  -0.473
C  -1.16  -3.35  -7.76  0.625
N  -0.75  -4.33  -6.90  -0.381
O  -0.83  -2.18  -7.60  -0.633
H  -2.26  -4.69  -8.92  0.148
H  -2.28  -3.03  -9.42  0.230
H  -0.19  -4.04  -6.11  0.247
H  -1.02  -5.29  -6.99  0.162
N  0.09  0.34  5.32  -0.147
C  -0.08  0.32  3.97  0.479
N  0.98  0.83  3.27  -0.177
O  -1.08  -0.13  3.41  -0.712
H  0.93  0.70  5.72  0.205
H  -0.65  -0.02  5.89  0.192
H  0.91  0.84  2.27  0.126
H  1.79  1.21  3.71  0.128
N  -2.93  -1.44  -5.58  -0.080
C  -3.97  -1.03  -4.81  0.496
N  -4.99  -1.93  -4.65  -0.394
O  -4.00  0.07  -4.28  -0.670
H  -2.89  -2.34  -6.02  0.102
H  -2.15  -0.81  -5.70  0.159
H  -5.77  -1.65  -4.08  0.223
H  -4.99  -2.84  -5.06  0.145
N  -4.30  6.49  2.70  -0.309
C  -5.42  5.87  2.21  0.553
N  -5.20  5.07  1.12  -0.328
O  -6.51  6.01  2.72  -0.650
H  -3.39  6.39  2.29  0.163
H  -4.42  7.08  3.50  0.197
H  -6.00  4.59  0.74  0.167
H  -4.30  4.95  0.70  0.237
N  3.64  2.16  8.10  -0.367
C  3.24  2.43  6.83  0.686
N  4.14  3.08  6.03  -0.406
O  2.14  2.08  6.42  -0.745
H  4.55  2.39  8.47  0.160
H  2.99  1.65  8.67  0.212
H  3.85  3.29  5.09  0.200
H  5.05  3.36  6.34  0.160
N  0.75  -3.11  4.56  -0.292
C  1.21  -3.57  5.75  0.593
N  1.50  -4.91  5.79  -0.398
O  1.37  -2.86  6.74  -0.697
H  0.62  -3.70  3.77  0.161
H  0.52  -2.13  4.47  0.234
H  1.84  -5.29  6.65  0.227
H  1.38  -5.52  5.00  0.153
N  3.87  -0.99  7.72  -0.239
C  4.60  -1.27  8.83  0.557
N  4.13  -2.32  9.58  -0.349
O  5.59  -0.63  9.16  -0.677
H  3.05  -1.49  7.44  0.261
H  4.19  -0.21  7.16  0.101
H  4.64  -2.56  10.41  0.207
H  3.31  -2.84  9.32  0.177

***

Below is 7 unconnected molecules or ions with the total composition C14H44N10O7 at a distorted geometry, with properties calculated with wB97M-V/def2-TZVPD.

Calculated values
orbital gap = 9.32 eV
SMILES = COC[C@H](C)N.COC[C@H](C)N.NC(N)=O.NC(N)=O.NC(N)=O.NC(N)=O.CCO
energy above the lowest of the compared OMol25 structures with the same formula, charge and spin = 0.0 kJ/mol

Last column: Mulliken charge in e.
Cartesian coordinates (Å):
C  1.04  2.37  -3.42  -0.567
O  1.15  1.82  -4.69  -0.350
C  -0.05  1.85  -5.40  -0.054
C  0.15  1.43  -6.82  0.522
C  0.89  2.46  -7.64  -1.366
N  -1.13  1.05  -7.46  -0.753
H  0.20  1.88  -2.90  0.105
H  0.73  3.43  -3.44  0.372
H  1.95  2.26  -2.86  0.277
H  -0.74  1.11  -4.94  -0.229
H  -0.52  2.84  -5.34  0.306
H  0.72  0.49  -6.77  0.241
H  1.86  2.65  -7.17  0.304
H  0.28  3.36  -7.66  0.332
H  1.10  2.08  -8.64  0.380
H  -0.95  0.56  -8.34  0.278
H  -1.56  0.32  -6.89  0.209
C  2.34  0.38  5.67  -0.651
O  1.81  -0.91  5.69  -0.434
C  1.69  -1.48  4.38  -0.321
C  1.33  -2.94  4.51  0.393
C  1.03  -3.54  3.14  -1.171
N  0.18  -3.19  5.44  -0.805
H  3.35  0.32  5.24  0.241
H  2.34  0.71  6.70  0.299
H  1.73  1.06  5.06  0.252
H  0.90  -0.90  3.89  0.187
H  2.66  -1.37  3.87  0.357
H  2.17  -3.50  4.96  0.249
H  0.80  -4.61  3.24  0.416
H  1.88  -3.60  2.46  0.292
H  0.19  -3.06  2.63  0.077
H  0.38  -2.59  6.26  0.387
H  -0.62  -2.66  5.04  0.228
N  -1.02  2.43  0.75  -0.166
C  -2.32  2.11  1.16  0.412
N  -2.96  3.07  1.93  -0.403
O  -2.89  1.03  0.86  -0.774
H  -0.61  3.25  1.14  0.189
H  -0.47  1.72  0.26  0.180
H  -2.54  3.93  2.19  0.152
H  -3.94  2.97  2.09  0.246
N  -3.91  -3.46  2.63  -0.483
C  -3.60  -2.09  2.53  0.599
N  -3.57  -1.60  1.24  -0.254
O  -3.36  -1.39  3.50  -0.635
H  -3.81  -4.02  1.81  0.185
H  -3.70  -3.89  3.52  0.260
H  -3.28  -0.62  1.11  0.329
H  -3.91  -2.16  0.49  0.172
N  -2.80  -0.91  -3.91  -0.385
C  -2.21  -0.66  -2.67  0.635
N  -3.12  -0.16  -1.71  -0.159
O  -1.04  -0.92  -2.37  -0.686
H  -2.31  -1.43  -4.61  0.248
H  -3.71  -0.58  -4.11  0.137
H  -2.74  -0.03  -0.78  0.005
H  -4.07  0.07  -1.89  0.195
N  2.44  2.06  1.62  -0.269
C  3.56  1.31  1.94  0.552
N  4.72  2.08  2.31  -0.463
O  3.63  0.08  1.89  -0.551
H  1.69  1.60  1.11  0.204
H  2.35  3.03  1.83  0.158
H  4.85  3.00  1.95  0.157
H  5.28  1.71  3.05  0.219
C  1.74  -1.94  -0.05  -1.242
C  0.76  -1.03  0.67  0.833
O  0.64  0.20  -0.13  -0.191
H  2.12  -2.70  0.64  0.207
H  2.60  -1.39  -0.40  0.311
H  1.26  -2.45  -0.88  0.385
H  1.14  -0.72  1.63  -0.424
H  -0.24  -1.47  0.74  0.162
H  0.06  -0.10  -0.86  -0.047

***

Below is 7 unconnected molecules or ions with the total composition C14H44N4O11 at a distorted geometry, with properties calculated with wB97M-V/def2-TZVPD.

Calculated values
orbital gap = 8.67 eV
energy above the lowest of the compared OMol25 structures with the same formula, charge and spin = 148.4 kJ/mol

Last column: Mulliken charge in e.
Cartesian coordinates (Å):
N  0.25  2.90  1.35  -0.164
H  0.01  3.63  0.70  0.541
H  -0.14  3.01  2.28  0.360
H  1.26  3.00  1.36  0.393
H  0.05  2.04  0.87  0.120
N  -0.61  -0.90  0.58  0.637
O  -0.55  -1.50  -0.48  -0.139
O  -1.19  -1.36  1.59  -0.992
O  -0.27  0.25  0.66  -0.707
C  0.09  -1.39  -3.81  -0.450
C  1.51  -1.06  -3.33  -0.155
O  1.89  -1.82  -2.22  -0.579
O  -1.05  -0.77  -3.06  -0.519
H  -0.13  -2.46  -3.75  0.231
H  -0.02  -1.26  -4.88  0.423
H  1.55  0.02  -3.19  -0.014
H  2.20  -1.10  -4.17  0.419
H  1.20  -1.75  -1.56  0.299
H  -0.93  -1.13  -2.18  0.357
C  -4.34  -0.32  2.51  -0.385
C  -3.98  1.16  2.84  -0.158
O  -4.72  1.49  4.07  -0.532
O  -3.80  -0.67  1.27  -0.513
H  -5.43  -0.30  2.53  0.289
H  -4.05  -0.96  3.35  0.326
H  -4.27  1.84  2.04  0.263
H  -2.90  1.25  2.88  0.064
H  -5.32  2.19  3.80  0.335
H  -2.86  -0.82  1.38  0.288
C  -1.63  -4.65  -0.90  -0.173
C  -2.47  -4.30  -2.16  -0.157
O  -1.76  -4.65  -3.35  -0.593
O  -2.29  -4.26  0.29  -0.586
H  -0.66  -4.16  -0.95  -0.058
H  -1.24  -5.67  -0.92  0.383
H  -2.67  -3.23  -2.18  0.149
H  -3.44  -4.79  -2.18  0.371
H  -2.19  -4.40  -4.17  0.300
H  -2.04  -3.35  0.46  0.332
C  2.79  -2.44  2.22  -1.317
C  2.19  -1.86  3.50  0.428
C  3.27  -1.32  4.41  -1.107
O  4.11  -0.39  3.71  -0.267
C  5.19  0.07  4.54  -0.820
N  1.22  -0.79  3.26  -0.680
H  1.98  -2.99  1.73  0.357
H  3.68  -3.02  2.48  0.416
H  3.15  -1.70  1.50  0.249
H  1.68  -2.72  3.93  0.494
H  3.90  -2.18  4.66  0.439
H  2.95  -1.00  5.40  0.491
H  5.85  -0.76  4.82  0.323
H  4.87  0.44  5.51  0.328
H  5.80  0.87  4.12  0.255
H  1.69  -0.17  2.62  0.234
H  0.44  -1.20  2.77  0.236
C  -1.71  2.73  -1.66  -0.905
C  -0.27  3.04  -1.96  0.479
C  -0.01  3.67  -3.40  -0.912
O  1.29  4.19  -3.40  -0.421
C  1.98  4.21  -4.70  -0.741
N  0.24  4.17  -1.09  -0.740
H  -2.13  1.97  -2.32  0.379
H  -2.36  3.59  -1.54  0.323
H  -1.57  2.19  -0.72  -0.001
H  0.33  2.13  -1.91  0.140
H  -0.73  4.46  -3.58  0.379
H  -0.12  2.91  -4.18  0.494
H  1.79  3.25  -5.20  0.291
H  3.05  4.40  -4.66  0.271
H  1.57  5.03  -5.29  0.303
H  -0.25  5.02  -1.34  0.283
H  1.04  4.44  -1.64  0.312

***

Below is 8 unconnected molecules or ions with the total composition C14H44O14 at a distorted geometry, with properties calculated with wB97M-V/def2-TZVPD.

Calculated values
orbital gap = 9.51 eV
SMILES = OCCO.OCCO.OCCO.OCCO.OCCO.OCCO.CO.CO
energy above the lowest of the compared OMol25 structures with the same formula, charge and spin = 192.0 kJ/mol

Last column: Mulliken charge in e.
Cartesian coordinates (Å):
O  5.67  -7.59  -13.00  -0.539
C  5.55  -7.23  -14.38  -0.344
C  4.98  -8.38  -15.20  -0.096
O  5.14  -8.16  -16.59  -0.620
H  6.42  -8.18  -12.90  0.326
H  4.89  -6.37  -14.37  0.123
H  6.51  -6.94  -14.82  0.310
H  3.94  -8.65  -14.97  0.035
H  5.53  -9.28  -14.89  0.443
H  4.58  -7.40  -16.81  0.325
O  -0.67  -5.93  -13.13  -0.585
C  0.37  -5.39  -13.95  0.540
C  1.65  -6.15  -13.69  0.085
O  1.94  -6.03  -12.28  -0.597
H  -1.49  -5.71  -13.58  0.318
H  0.10  -5.57  -15.00  -0.340
H  0.55  -4.32  -13.85  0.338
H  2.54  -5.77  -14.19  -0.134
H  1.64  -7.21  -13.96  0.117
H  1.38  -6.66  -11.81  0.325
O  -1.16  -9.84  -17.35  -0.528
C  0.21  -9.80  -17.00  -0.658
C  0.97  -8.54  -17.39  -0.104
O  0.50  -7.35  -16.76  -0.125
H  -1.60  -9.03  -17.08  0.302
H  0.29  -9.84  -15.90  0.303
H  0.75  -10.69  -17.33  0.405
H  1.13  -8.48  -18.47  0.166
H  1.97  -8.70  -16.96  0.156
H  -0.43  -7.25  -17.00  0.160
O  5.35  -4.98  -20.81  -0.518
C  4.31  -5.82  -21.31  -0.657
C  3.37  -6.20  -20.16  0.605
O  2.38  -7.11  -20.53  -0.575
H  5.96  -4.81  -21.52  0.285
H  3.81  -5.24  -22.10  0.352
H  4.69  -6.71  -21.82  0.392
H  3.02  -5.28  -19.69  -0.290
H  4.10  -6.65  -19.48  0.076
H  1.64  -6.62  -20.90  0.351
O  6.43  -0.54  -15.27  -0.525
C  5.04  -0.24  -15.00  -0.289
C  4.14  -0.53  -16.16  -0.542
O  4.00  -1.92  -16.42  -0.303
H  6.43  -1.35  -15.79  0.268
H  4.82  -0.84  -14.11  0.242
H  5.01  0.82  -14.72  0.326
H  4.45  0.03  -17.05  0.261
H  3.15  -0.11  -15.97  0.339
H  4.63  -2.19  -17.09  0.156
O  0.56  -2.65  -19.02  -0.365
C  -0.62  -3.22  -19.63  -0.732
C  -0.74  -4.65  -19.15  0.121
O  -1.13  -4.72  -17.79  -0.538
H  0.89  -1.98  -19.63  0.214
H  -1.44  -2.62  -19.21  0.313
H  -0.63  -3.22  -20.72  0.451
H  0.19  -5.22  -19.31  -0.282
H  -1.46  -5.21  -19.76  0.430
H  -0.89  -3.89  -17.36  0.344
C  4.25  -1.84  -19.95  -0.095
O  3.81  -0.49  -19.96  -0.510
H  3.57  -2.52  -20.49  0.199
H  5.22  -1.93  -20.44  0.394
H  4.23  -2.35  -18.99  -0.256
H  3.44  -0.34  -20.83  0.308
C  2.61  -4.81  -17.10  0.436
O  3.20  -6.06  -16.73  -0.271
H  2.20  -4.40  -16.18  0.374
H  3.37  -4.22  -17.59  -0.152
H  1.84  -4.94  -17.86  -0.566
H  2.55  -6.74  -16.93  0.121

***

Q: Look up the orbital gap of the second one.
A: 9.32 eV

***

Q: Number 3 is which compound?
A: C14H44N4O11

***

Q: What is the orbital gap in the first record?
A: 9.05 eV